(1)
Here is an isolated ion of composition C9H10NO4 and charge -1 in a non-equilibrium geometry from the Open Molecules 2025 dataset. Energies are from ωB97M-V/def2-TZVPD.

```
24
Properties=species:S:1:pos:R:3:forces:R:3:lowdin_charge:R:1
C 1.91084 -0.43537 -0.51833 -0.401 1.672 0.264 -0.012
C 2.50411 0.15615 -1.55363 1.480 0.112 -2.791 -0.139
C 2.43360 1.70049 -0.02938 0.159 -1.632 0.891 -0.098
C 1.81261 0.64235 0.47558 0.121 -1.669 0.446 -0.200
C -1.19659 1.56115 -0.49170 1.052 -1.126 -0.039 -0.614
C -0.40866 -0.09975 1.29873 -1.538 0.448 2.038 -0.101
C -2.34164 -0.71710 -0.29509 1.954 0.405 1.567 -0.181
C 1.01713 0.65533 1.73047 -3.373 -1.245 -1.228 -0.327
C -3.38357 -0.50224 -1.07041 -0.239 0.766 -0.197 -0.026
N -1.26331 0.16941 0.10945 -0.382 0.977 -1.157 -0.027
O -1.92999 1.79878 -1.45603 0.224 0.153 0.705 -0.022
O -0.25394 2.25542 -0.00161 -1.483 0.166 -0.226 -0.061
O 2.96972 1.39136 -1.21856 -0.131 1.195 -1.414 0.000
O 0.75362 1.88228 2.29675 0.849 0.436 0.209 -0.055
H 1.42261 -1.35380 -0.65312 -0.641 -1.024 0.461 0.091
H 2.62260 -0.07517 -2.68602 -0.015 0.130 2.494 0.151
H 2.44683 2.59446 0.51944 0.706 1.504 -0.372 0.125
H 0.03146 -1.06542 1.30846 -0.336 -1.604 -0.627 0.066
H -1.15622 -0.09177 2.20264 1.665 0.193 -1.024 0.137
H -2.32718 -1.69412 0.13158 0.774 -0.706 0.592 0.077
H -4.14080 -1.21232 -1.32629 -0.025 -0.660 0.227 0.028
H -3.48202 0.48128 -1.41260 -0.419 1.081 -0.897 0.008
H 1.36973 -0.03911 2.48492 0.318 -0.007 0.246 0.131
H 0.27968 2.29154 1.53324 -0.317 0.438 -0.170 0.049
```
Positions in Å, forces in eV/Å.

The SMILES is C=CN(C[C@H](O)c1ccoc1)C(=O)[O-]. The calculation puts the relative energy (zero: lowest compared OMol25 entry of this formula, charge and spin) at 222.69 kJ/mol. Its HOMO energy is -4.3 eV. As for the net charge: -1. The frontier orbital gap is 7.874 eV.


(2)
Here is an isolated ion of composition C9H10NOS and charge +1 in a non-equilibrium geometry from the Open Molecules 2025 dataset. Energies are from ωB97M-V/def2-TZVPD.

```
22
Properties=species:S:1:pos:R:3:forces:R:3:lowdin_charge:R:1
C 1.30530 -1.36894 2.58997 0.573 0.046 -3.022 -0.022
C 1.00124 -0.26178 3.26697 0.165 0.695 3.074 -0.098
C 0.97286 -1.35115 1.20276 -0.145 -3.237 0.076 0.008
C 0.23586 0.73853 2.78674 -1.118 2.068 -0.838 -0.092
C 0.19586 -0.36881 0.62364 0.897 1.355 1.827 -0.198
C -0.16495 0.81513 1.42572 0.273 -2.618 0.697 -0.630
C -0.79971 0.51699 -1.29401 -0.924 1.964 1.803 -0.107
C 0.73782 -1.20310 -1.63497 -0.033 -2.365 1.771 0.038
C -1.77906 1.70353 -3.04645 -2.248 1.318 -1.439 -0.002
N -0.06537 -0.38373 -0.74326 0.150 0.004 -0.550 -0.046
O -1.36188 0.46828 -2.42719 1.561 0.298 0.510 0.026
S -1.28246 1.96541 1.03973 -0.583 0.126 -1.648 0.945
H 1.95781 -2.08790 3.04046 -0.045 -0.643 -0.151 0.124
H 1.33978 -0.19160 4.28874 -0.144 0.055 0.285 0.129
H 1.18783 -2.36409 0.69907 -0.242 2.040 0.231 0.152
H -0.19204 1.51505 3.44214 0.714 -0.329 -0.282 0.122
H 0.51699 -0.84432 -2.56127 -0.101 0.695 -2.807 0.064
H 1.79172 -1.12621 -1.38850 -0.021 0.053 0.045 0.123
H 0.38208 -2.24822 -1.58089 0.409 0.396 0.005 0.130
H -2.50056 1.21741 -3.69276 0.054 0.863 -0.932 0.104
H -1.09713 2.42762 -3.55819 0.514 -1.758 0.302 0.126
H -2.38197 2.43189 -2.47845 0.293 -1.026 1.042 0.106
```
Positions in Å, forces in eV/Å.

The calculation puts the relative energy (zero: lowest compared OMol25 entry of this formula, charge and spin) at 367.01 kJ/mol. Its HOMO energy (spin up / spin down) is -12.4 / -12.2 eV. As for the net charge: +1. The frontier orbital gap (spin up / spin down) is 6.920 / 6.023 eV.


(3)
Here is one molecule with the formula C9H10O3 in a non-equilibrium geometry from the Open Molecules 2025 dataset. Energies are from ωB97M-V/def2-TZVPD.

```
22
Properties=species:S:1:pos:R:3:forces:R:3:lowdin_charge:R:1
C -2.67065 -1.08188 1.72953 -2.008 -1.587 -1.938 -0.086
C -0.94879 -0.26728 0.37841 3.014 1.162 1.600 -0.215
C 0.33281 0.40135 0.39618 -1.665 0.771 3.115 0.043
C 1.19464 0.46577 -0.61136 0.864 -0.137 -2.035 -0.188
C 0.81915 -0.09361 -1.86969 -0.041 1.317 -1.246 -0.008
C -0.37382 -0.77311 -1.91479 1.655 0.581 -0.750 -0.036
C -1.12904 -1.00591 -0.72307 -1.944 -0.895 -4.472 -0.269
C 2.45394 1.22050 -0.37218 0.435 0.317 0.023 -0.428
C 2.68852 1.67723 1.03801 0.812 1.197 0.600 -0.050
H -3.62516 -0.77230 1.14934 1.604 -0.183 0.802 0.117
H -2.91223 -1.06356 2.76548 -0.105 -0.102 0.800 0.067
H -2.51299 -2.20152 1.37009 0.354 2.372 0.782 0.134
H 0.62590 1.00509 1.31582 -1.029 -1.361 -1.110 0.132
H 1.33107 0.32739 -2.79414 -0.464 -1.169 1.253 0.143
H -0.81981 -1.09949 -2.93116 0.953 0.405 1.780 0.136
H -2.30422 -1.58343 -2.26243 0.176 -1.080 5.559 0.226
H 2.66679 0.80634 1.69684 -0.774 0.311 0.332 0.083
H 3.78021 1.94722 1.11054 -1.309 0.515 -0.252 0.100
H 1.93536 2.54602 1.27461 1.723 -1.701 0.047 0.135
O -1.59703 -0.17177 1.56081 -0.696 -0.996 -0.532 -0.058
O -2.22732 -1.76698 -1.10406 -1.212 0.645 -3.639 -0.065
O 3.29269 1.48393 -1.20277 -0.343 -0.383 -0.718 0.085
```
Positions in Å, forces in eV/Å.

The SMILES is COc1cc(C(C)=O)ccc1O. The calculation puts the relative energy (zero: lowest compared OMol25 entry of this formula, charge and spin) at 337.68 kJ/mol. Its HOMO energy is -8.7 eV. As for the net charge: 0. The frontier orbital gap is 8.972 eV.


(4)
Here is a 2-piece molecular cluster, C9H11B overall in a non-equilibrium geometry from the Open Molecules 2025 dataset. Energies are from ωB97M-V/def2-TZVPD.

```
21
Properties=species:S:1:pos:R:3:forces:R:3:lowdin_charge:R:1
B 1.29511 -2.07264 -2.01371 -2.021 0.898 3.552 0.279
C 0.59119 2.99261 0.20056 -0.338 -1.830 1.044 -0.056
C 0.23150 2.48506 -1.03444 0.256 1.532 1.055 -0.077
C 0.71396 2.14319 1.32599 -0.282 -1.650 -4.710 -0.044
C -0.05692 1.17645 -1.16623 0.822 0.925 1.401 -0.073
C 0.67836 0.78537 1.10175 -1.506 0.364 -2.549 -0.012
C 0.20508 0.33585 -0.14824 -0.249 -2.192 1.464 -0.257
C -0.76095 -2.05818 0.12737 -1.382 -0.072 0.954 -0.208
C -0.02154 -1.10138 -0.38892 2.691 -1.599 -3.569 -0.100
C -1.70547 -1.79667 1.27028 1.905 1.370 3.670 -0.128
H 1.36521 -1.96535 -3.18548 -0.004 0.201 0.012 -0.040
H 1.75123 -2.82743 -1.19592 0.264 -0.004 -0.922 -0.027
H 0.82528 3.98445 0.37119 0.217 2.039 -0.029 0.075
H 0.16574 3.08643 -1.89826 -0.067 0.941 -0.680 0.097
H 0.98665 2.45765 2.21711 1.248 1.919 4.071 0.052
H -0.32617 0.84332 -2.07034 -1.134 -1.494 -3.177 0.082
H 0.91745 -0.04523 1.66934 0.526 -0.828 2.189 0.096
H -0.87913 -3.12019 -0.20480 0.811 1.046 -0.124 0.110
H -2.61631 -2.24615 1.21100 -2.663 -1.607 -0.984 0.002
H -2.02194 -0.70760 1.51701 1.276 -1.583 -0.456 0.105
H -1.33835 -2.34956 2.29476 -0.369 1.624 -2.212 0.125
```
Positions in Å, forces in eV/Å.

The calculation puts the relative energy (zero: lowest compared OMol25 entry of this formula, charge and spin) at 492.64 kJ/mol. Its HOMO energy is -7.9 eV. As for the net charge: 0. The frontier orbital gap is 7.667 eV.


(5)
Here is C9H11BFeO3 as an isolated structure in a non-equilibrium geometry from the Open Molecules 2025 dataset. Energies are from ωB97M-V/def2-TZVPD.

```
25
Properties=species:S:1:pos:R:3:forces:R:3:lowdin_charge:R:1
O -1.13814 2.73429 -0.56966 0.122 -1.731 3.324 0.266
C -1.07619 2.16114 0.43056 -1.226 3.614 -6.609 -0.091
Fe -0.74213 1.22214 1.87778 0.756 -4.713 -2.450 0.434
C 0.76488 2.10069 2.10628 7.966 4.264 0.712 -0.048
O 1.71932 2.75708 2.08197 -3.717 -2.449 0.194 0.272
C -1.70991 1.96078 3.05867 -5.469 6.995 8.036 -0.063
O -2.07127 2.80576 3.79112 1.544 -4.299 -3.459 0.253
C 1.04184 -1.10861 -0.83375 -2.381 3.174 1.392 -0.081
C -0.53709 -0.84954 -0.89259 1.167 0.195 0.008 -0.088
C -1.16615 -0.34965 0.43109 -0.377 -2.952 -0.472 -0.076
C -0.59951 -0.86167 1.64905 0.325 -0.112 -0.740 -0.117
C 0.84190 -0.98490 1.68541 -1.354 -1.544 1.743 0.005
C 1.58718 -0.93331 0.53078 1.672 -0.189 -1.138 0.053
H 1.44489 -0.42664 -1.60138 0.636 -0.443 0.264 0.132
H -0.78431 -0.15507 -1.71790 0.191 -0.274 0.345 0.090
H -0.99445 -1.81727 -1.20920 -0.313 0.649 0.633 0.166
H -2.26790 -0.25156 0.36233 0.597 0.154 0.157 0.160
H -1.26570 -1.23888 2.43679 0.503 0.281 -0.009 0.158
H 1.27429 -1.37848 2.64731 -0.134 0.806 -1.052 0.175
H 2.68392 -1.06384 0.57344 -0.568 0.279 0.330 0.164
H 1.43400 -2.08126 -0.94977 0.028 -1.739 -1.175 0.145
B 0.32537 -0.41832 -4.23922 1.530 -2.786 3.723 0.140
H 1.42370 -1.06347 -4.25541 -1.149 1.241 -1.183 0.007
H -0.56696 -1.22897 -3.98624 -0.080 0.947 -1.286 -0.014
H 0.37842 0.46954 -3.40746 -0.268 0.633 -1.287 -0.044
```
Positions in Å, forces in eV/Å.

Its multiplicity is 5. The calculation puts the relative energy (zero: lowest compared OMol25 entry of this formula, charge and spin) at 0.00 kJ/mol. Its HOMO energy (spin up / spin down) is -17.2 / -17.2 eV. As for the net charge: +2. The expectation value of S² is 6.0440. The frontier orbital gap (spin up / spin down) is 7.868 / 5.233 eV.


(6)
Here is one molecule with the formula C9H11BO2 in a non-equilibrium geometry from the Open Molecules 2025 dataset. Energies are from ωB97M-V/def2-TZVPD.

```
23
Properties=species:S:1:pos:R:3:forces:R:3:lowdin_charge:R:1
B -0.04052 1.16489 -0.38037 -0.892 -1.600 -0.407 -0.196
C 0.11957 -2.32715 -1.21477 -0.289 2.287 0.761 -0.090
C 0.06548 -2.66910 0.17715 0.029 -0.080 -0.558 -0.086
C -0.41104 -1.17922 -1.65715 -0.501 0.706 0.663 -0.012
C -0.67169 -1.99024 1.01770 -0.355 -0.771 0.758 -0.065
C -1.17971 0.13851 1.81857 -3.409 -0.639 0.672 -0.407
C -1.05323 -0.08467 -0.72599 0.061 -1.023 0.908 -0.130
C 0.92358 1.99393 -0.93664 0.910 0.258 0.641 -0.094
C -1.43185 -0.78409 0.63100 -0.709 0.705 -0.278 -0.188
C 2.01322 2.88683 -0.35754 -0.707 -2.521 1.110 -0.133
O -1.71104 0.14261 2.91981 1.747 -0.074 -2.079 0.142
O -0.28175 1.07593 1.42916 1.143 0.367 0.781 0.150
H 0.82218 -2.94666 -1.66701 0.481 -0.831 -2.041 0.084
H 0.59755 -3.56837 0.35912 0.171 -0.699 1.027 0.101
H -0.40373 -0.93357 -2.69078 0.282 0.244 -0.763 0.094
H -0.91892 -2.38410 1.98033 0.211 -0.069 0.704 0.117
H -2.09209 0.18506 -1.03111 1.187 0.334 -0.706 0.133
H 0.94006 1.91044 -2.00845 -0.049 -0.033 -0.511 0.067
H -2.50183 -1.04807 0.49528 0.424 0.070 0.952 0.170
H 2.66768 2.40384 0.37060 -0.040 -0.936 0.115 0.063
H 1.58667 3.58640 0.29086 -0.523 2.126 0.229 0.043
H 2.72961 3.16224 -1.05955 0.689 1.419 -1.404 0.043
H 0.23180 1.26456 2.23977 0.139 0.761 -0.575 0.195
```
Positions in Å, forces in eV/Å.

The calculation puts the relative energy (zero: lowest compared OMol25 entry of this formula, charge and spin) at 524.27 kJ/mol. Its HOMO energy is -7.6 eV. As for the net charge: 0. The frontier orbital gap is 7.882 eV.


(7)
Here is C9H11BrN as an isolated structure in a non-equilibrium geometry from the Open Molecules 2025 dataset. Energies are from ωB97M-V/def2-TZVPD.

```
22
Properties=species:S:1:pos:R:3:forces:R:3:lowdin_charge:R:1
C 1.37309 -1.17038 2.23960 0.892 -1.718 1.910 -0.036
C 2.23506 -0.35653 1.50478 1.600 0.483 -0.123 -0.048
C 0.06981 -1.37105 1.88280 -1.836 0.425 0.307 -0.025
C 1.81866 0.26171 0.32857 0.406 -0.190 -0.288 0.034
C -0.34753 -0.76261 0.74159 -0.871 0.331 -1.833 -0.168
C 0.46006 0.03088 -0.08667 1.140 0.462 1.101 -0.170
C -1.76051 -0.83270 0.17265 2.843 -1.874 0.529 -0.035
C -0.34689 0.70020 -1.06233 0.455 1.447 0.346 -0.366
C 0.16070 1.35177 -2.31116 -2.118 2.356 0.713 -0.052
N -1.62639 -0.01576 -1.09859 -1.432 -2.805 -0.372 0.066
Br -1.36075 2.79774 0.10444 0.550 -1.768 -0.806 0.232
H 1.68903 -1.82473 3.10825 0.139 1.448 -0.871 0.149
H 3.30930 -0.16807 1.85193 -1.778 -0.523 -0.520 0.149
H -0.75981 -1.76046 2.51320 1.285 -0.459 -0.236 0.152
H 2.63902 0.80517 -0.22133 -1.547 -0.287 0.348 0.147
H -2.10558 -1.91870 0.19430 0.148 1.566 -1.127 0.182
H -2.33344 -0.28686 0.81256 -2.094 1.549 1.696 0.094
H -0.69439 1.60413 -3.03959 1.509 -0.108 1.206 0.133
H 0.92409 0.83647 -2.77922 1.287 -1.890 -1.088 0.066
H 0.73167 2.25084 -1.96311 -0.978 -0.308 -0.466 0.104
H -1.61674 -0.78356 -1.86145 -0.363 2.023 0.728 0.241
H -2.45846 0.61250 -1.03124 0.765 -0.159 -1.154 0.149
```
Positions in Å, forces in eV/Å.

The calculation puts the relative energy (zero: lowest compared OMol25 entry of this formula, charge and spin) at 100.98 kJ/mol. Its HOMO energy (spin up / spin down) is -12.9 / -12.9 eV. As for the net charge: +1. The frontier orbital gap (spin up / spin down) is 7.185 / 7.185 eV.


(8)
Here is C9H11ClF9O4PS as an isolated structure in a non-equilibrium geometry from the Open Molecules 2025 dataset. Energies are from ωB97M-V/def2-TZVPD.

```
36
Properties=species:S:1:pos:R:3:forces:R:3:lowdin_charge:R:1
C 4.59752 2.53328 0.62282 0.261 1.874 -0.654 0.132
C 4.39956 1.40931 0.91711 -0.466 -1.637 0.405 -0.104
C 4.10393 0.05938 1.35998 0.481 -0.003 0.122 -0.204
O 4.43979 -0.91445 0.35574 0.031 0.120 -0.043 -0.195
P 3.20464 -1.58591 -0.36234 0.012 -0.619 -0.311 0.264
O 2.36222 -2.44249 0.45872 -0.212 0.083 0.355 -0.213
O 3.88072 -2.35947 -1.61844 0.457 0.299 0.249 -0.634
Cl 5.14332 -3.37320 -1.11952 -0.195 -0.024 -0.205 0.693
O 2.48321 -0.40544 -1.10474 -0.364 0.024 0.159 -0.159
C 1.06358 -0.19546 -0.81905 0.362 0.395 -0.359 -0.186
C 0.77692 1.24388 -1.20319 -0.175 -0.010 0.409 -0.142
C -0.70567 1.63034 -1.41992 0.434 -0.070 -0.445 -0.157
C -1.74760 0.51893 -1.44346 0.008 0.166 0.404 -0.072
C -2.11001 -0.06072 -0.05841 0.331 -0.174 -0.519 -0.438
F -1.76599 -1.38206 -0.00066 0.034 0.499 -0.094 0.098
F -1.43681 0.58829 0.93413 -0.151 -0.202 -0.242 0.108
C -3.62458 0.08216 0.22402 -0.528 0.422 0.122 -0.410
F -3.85697 1.39396 0.47416 -0.007 -0.652 -0.299 0.122
F -4.33687 -0.27381 -0.87184 0.473 0.105 0.561 0.111
S -4.29648 -0.95302 1.68233 -0.188 0.381 -0.057 0.761
F -5.76238 -0.85917 1.08508 -0.053 0.014 0.017 -0.127
F -4.58996 0.33802 2.55140 0.054 0.001 0.024 -0.128
F -2.85619 -1.03862 2.31526 0.112 -0.096 0.202 -0.119
F -4.03266 -2.25845 0.84261 -0.005 -0.248 -0.137 -0.118
F -4.84332 -1.84488 2.85616 -0.079 -0.016 0.018 -0.106
H 4.73512 3.53549 0.30562 0.105 0.118 0.030 0.034
H 3.06119 -0.01234 1.65699 -0.164 -0.137 0.065 0.122
H 4.72480 -0.15841 2.22237 -0.025 -0.186 0.171 0.134
H 0.51514 -0.92842 -1.39430 -0.171 -0.129 -0.084 0.120
H 0.88159 -0.34573 0.23586 -0.072 -0.290 0.183 0.110
H 1.16716 1.86185 -0.39940 0.190 0.134 0.050 0.113
H 1.37446 1.47930 -2.07625 -0.027 -0.016 -0.272 0.116
H -0.98593 2.40988 -0.72390 -0.175 0.020 0.268 0.113
H -0.76612 2.09789 -2.39857 -0.059 0.092 -0.159 0.113
H -2.63031 0.92142 -1.92543 -0.277 0.014 0.109 0.122
H -1.42998 -0.30360 -2.07143 0.048 -0.254 -0.044 0.129
```
Positions in Å, forces in eV/Å.

Its HOMO energy is -10.7 eV. As for the net charge: 0. The frontier orbital gap is 10.461 eV.


no.,M (g mol⁻¹),electronic energy (hartree)
1,196.18,-704.64093
2,180.25,-876.71629
3,166.18,-574.55736
4,130.00,-374.18320
5,233.84,-1862.87023
6,162.00,-524.75043
7,213.10,-2977.99358
8,452.66,-2748.94523